No. 1
This record from the OMol25 dataset describes a structure of composition C24H38Co2NO8Si2 in a non-equilibrium geometry. The level of theory is ωB97M-V with the def2-TZVPD basis set.

Last column: Löwdin charge in e.
Positions of all 75 atoms, in Å:
1 C 4.774 -2.869 -1.855  -0.11
2 C 3.688 -2.465 -0.855  -0.62
3 C 2.923 -3.701 -0.367  -0.10
4 C 4.300 -1.725 0.344  -0.09
5 Si 2.470 -1.281 -1.772  0.54
6 C 3.406 0.168 -2.450  -0.15
7 C 1.516 -2.244 -3.034  -0.15
8 O 1.518 -0.707 -0.462  -0.19
9 N 0.278 -0.102 -0.552  -0.18
10 O -0.485 -0.784 -1.571  -0.23
11 Si -1.682 -1.599 -0.591  0.57
12 C -0.761 -3.060 0.100  -0.15
13 C -2.225 -0.327 0.659  -0.14
14 C -3.148 -2.172 -1.702  -0.62
15 C -3.172 -3.705 -1.773  -0.12
16 C -3.006 -1.605 -3.123  -0.10
17 C -4.462 -1.676 -1.085  -0.11
18 C 0.434 1.249 -0.933  -0.36
19 C -0.564 1.811 -1.876  -0.05
20 C 1.437 1.920 -0.310  0.07
21 H 5.327 -2.001 -2.234  0.07
22 H 5.498 -3.539 -1.370  0.08
23 H 4.355 -3.402 -2.718  0.07
24 H 2.121 -3.438 0.336  0.06
25 H 2.481 -4.266 -1.198  0.07
26 H 3.620 -4.372 0.158  0.08
27 H 3.534 -1.413 1.066  0.08
28 H 4.996 -2.397 0.868  0.08
29 H 4.865 -0.835 0.036  0.08
30 H 4.174 -0.170 -3.161  0.03
31 H 2.716 0.831 -2.988  0.04
32 H 3.891 0.750 -1.655  0.04
33 H 2.213 -2.628 -3.797  0.04
34 H 0.970 -3.101 -2.619  0.03
35 H 0.800 -1.586 -3.547  0.03
36 H -1.459 -3.688 0.674  0.04
37 H -0.303 -3.687 -0.679  0.03
38 H 0.027 -2.722 0.786  0.04
39 H -2.720 -0.817 1.511  0.05
40 H -1.323 0.188 1.031  0.04
41 H -2.909 0.429 0.251  0.04
42 H -3.274 -4.158 -0.780  0.07
43 H -4.034 -4.027 -2.375  0.08
44 H -2.269 -4.110 -2.246  0.08
45 H -2.986 -0.507 -3.134  0.08
46 H -2.105 -1.978 -3.629  0.08
47 H -3.875 -1.922 -3.721  0.08
48 H -4.516 -0.582 -1.054  0.08
49 H -5.307 -2.035 -1.689  0.08
50 H -4.599 -2.054 -0.065  0.08
51 H -0.389 2.886 -1.998  0.08
52 H -0.467 1.334 -2.865  0.08
53 H -1.596 1.673 -1.512  0.08
54 H 1.510 2.994 -0.430  0.07
55 H 2.128 1.374 0.321  0.07
56 O -4.624 2.689 3.148  0.07
57 C -3.682 3.095 3.690  -0.20
58 Co -2.205 3.684 4.395  0.03
59 C -2.416 5.418 4.223  -0.19
60 O -2.613 6.556 4.130  0.07
61 C -2.320 3.287 6.091  -0.21
62 O -2.421 3.020 7.214  0.05
63 C -0.940 2.755 3.136  -0.27
64 C -0.654 3.423 1.938  -0.40
65 C -1.078 3.596 0.683  -0.06
66 Co 0.381 3.952 3.297  0.04
67 C 0.445 5.705 2.917  -0.11
68 O 0.614 6.834 2.743  0.12
69 C 1.994 3.464 2.734  -0.12
70 O 3.067 3.174 2.414  0.10
71 C 0.656 4.019 5.084  -0.13
72 O 1.006 4.066 6.185  0.10
73 H -0.969 1.662 3.223  0.06
74 H -0.549 4.295 0.030  0.04
75 H -2.027 3.153 0.361  0.05

Output
**Charge**: -1
**Molecular weight**: 642.6 g mol⁻¹
**HOMO energy**: -4.34 eV
**Total energy**: -4938.48702 Ha
**Maximum force**: 4.7 eV/Å

No. 2
This record from the OMol25 dataset describes a cluster of 7 separate species, C27H37F18N2O12 in total in a non-equilibrium geometry. The level of theory is ωB97M-V with the def2-TZVPD basis set.

Last column: Löwdin charge in e.
Positions of all 96 atoms, in Å:
1 C -0.297 -0.553 2.229  -0.11
2 C -1.307 0.755 2.237  -0.30
3 N -0.923 2.067 2.101  0.01
4 C -2.945 0.447 2.375  -0.40
5 N -3.145 -0.890 1.631  -0.23
6 H -0.785 -1.487 2.790  0.07
7 H -0.203 -0.874 1.085  0.09
8 H 0.785 -0.307 2.598  0.05
9 H -1.799 2.669 2.111  0.03
10 H -3.213 0.368 3.518  0.08
11 H -3.495 1.314 1.812  0.06
12 H -4.087 -1.247 1.905  -0.10
13 C 0.071 -6.952 0.108  -0.07
14 C 0.935 -5.828 -0.433  -0.21
15 O 0.959 -4.724 0.485  0.02
16 C 1.846 -4.824 1.525  -0.32
17 O 2.590 -5.785 1.702  0.13
18 C 1.805 -3.564 2.390  -0.46
19 F 0.533 -3.147 2.654  0.12
20 F 2.432 -2.511 1.792  0.14
21 F 2.409 -3.728 3.601  0.14
22 H -0.932 -6.584 0.350  0.06
23 H -0.015 -7.761 -0.622  0.08
24 H 0.491 -7.362 1.032  0.08
25 H 0.505 -5.454 -1.368  0.13
26 H 1.950 -6.172 -0.661  0.12
27 C 1.829 2.522 1.306  -0.08
28 C 3.179 3.180 1.527  -0.21
29 O 4.239 2.233 1.331  0.01
30 C 4.624 2.018 0.032  -0.33
31 O 4.114 2.579 -0.934  0.14
32 C 5.790 1.033 -0.028  -0.47
33 F 5.611 -0.047 0.787  0.14
34 F 6.967 1.606 0.359  0.14
35 F 6.004 0.533 -1.278  0.12
36 H 1.724 1.636 1.940  0.06
37 H 1.017 3.218 1.533  0.06
38 H 1.719 2.186 0.270  0.08
39 H 3.251 3.527 2.563  0.11
40 H 3.311 4.057 0.884  0.12
41 C -7.085 -3.997 -2.414  -0.07
42 C -6.102 -2.878 -2.125  -0.21
43 O -5.202 -3.258 -1.073  0.01
44 C -4.128 -4.025 -1.445  -0.32
45 O -3.915 -4.391 -2.598  0.13
46 C -3.229 -4.311 -0.242  -0.46
47 F -3.933 -4.670 0.869  0.14
48 F -2.488 -3.223 0.115  0.13
49 F -2.339 -5.319 -0.468  0.11
50 H -7.609 -4.294 -1.500  0.08
51 H -7.822 -3.681 -3.158  0.08
52 H -6.571 -4.886 -2.790  0.07
53 H -6.645 -1.994 -1.774  0.12
54 H -5.551 -2.581 -3.025  0.13
55 C -5.874 3.753 -2.700  -0.07
56 C -6.148 2.505 -1.881  -0.20
57 O -7.444 1.972 -2.193  0.01
58 C -7.519 1.182 -3.312  -0.33
59 O -6.559 0.925 -4.034  0.14
60 C -8.937 0.642 -3.495  -0.47
61 F -9.893 1.596 -3.304  0.14
62 F -9.222 -0.361 -2.614  0.14
63 F -9.157 0.129 -4.739  0.14
64 H -6.675 4.487 -2.562  0.08
65 H -4.923 4.206 -2.408  0.08
66 H -5.835 3.522 -3.769  0.07
67 H -6.157 2.760 -0.817  0.13
68 H -5.367 1.748 -2.024  0.13
69 C 5.561 4.694 7.551  -0.07
70 C 4.362 5.613 7.689  -0.21
71 O 4.231 6.448 6.529  0.01
72 C 3.601 5.886 5.448  -0.32
73 O 3.164 4.739 5.431  0.15
74 C 3.484 6.897 4.308  -0.47
75 F 4.639 7.594 4.101  0.14
76 F 2.517 7.830 4.546  0.14
77 F 3.170 6.321 3.113  0.14
78 H 6.468 5.272 7.346  0.08
79 H 5.711 4.113 8.465  0.08
80 H 5.432 3.998 6.716  0.08
81 H 4.508 6.279 8.545  0.12
82 H 3.440 5.049 7.874  0.13
83 C 5.854 0.645 -5.241  -0.06
84 C 5.581 -0.602 -4.422  -0.21
85 O 4.285 -1.135 -4.734  0.02
86 C 4.210 -1.925 -5.852  -0.32
87 O 5.169 -2.182 -6.575  0.14
88 C 2.792 -2.465 -6.035  -0.47
89 F 1.835 -1.511 -5.845  0.14
90 F 2.507 -3.468 -5.155  0.14
91 F 2.572 -2.978 -7.279  0.14
92 H 5.054 1.380 -5.103  0.09
93 H 6.806 1.099 -4.949  0.08
94 H 5.894 0.415 -6.310  0.07
95 H 5.571 -0.347 -3.357  0.11
96 H 6.361 -1.359 -4.565  0.13

Output
**Charge**: -1
**Molecular weight**: 923.6 g mol⁻¹
**HOMO energy**: -1.95 eV
**Total energy**: -3860.96039 Ha
**Maximum force**: 4.6 eV/Å

No. 3
This record from the OMol25 dataset describes the ion C8H20BrN3O3P with charge +1 in a non-equilibrium geometry. The level of theory is ωB97M-V with the def2-TZVPD basis set.

Last column: natural (NBO) charge in e.
Positions of all 36 atoms, in Å:
1 C 3.309 -1.821 1.011  -0.65
2 C 3.913 -0.433 1.110  -0.06
3 O 3.297 0.525 0.263  -0.52
4 C 1.943 0.696 0.492  -0.09
5 C 1.529 2.028 -0.122  -0.11
6 O 0.365 2.547 0.548  -0.36
7 N -0.789 2.549 -0.263  -0.29
8 C -1.350 1.296 -0.395  0.69
9 N -1.561 0.530 0.749  -0.96
10 P -2.798 1.167 1.803  1.66
11 O -4.148 0.969 1.277  -1.04
12 N -1.717 0.840 -1.550  -0.49
13 C -2.356 -0.468 -1.833  -0.08
14 Br -2.139 -0.694 -3.746  0.08
15 C -3.823 -0.597 -1.397  -0.45
16 C -3.995 -1.700 -0.363  -0.60
17 H 3.993 -2.575 1.385  0.24
18 H 2.399 -1.897 1.606  0.20
19 H 3.042 -2.073 -0.013  0.22
20 H 4.965 -0.464 0.853  0.21
21 H 3.848 -0.084 2.144  0.17
22 H 1.350 -0.106 0.029  0.16
23 H 1.691 0.716 1.561  0.17
24 H 1.341 1.893 -1.188  0.18
25 H 2.338 2.747 -0.035  0.23
26 H -0.597 3.017 -1.146  0.38
27 H -0.690 0.545 1.289  0.43
28 H -2.499 0.462 2.973  -0.06
29 H -2.487 2.518 2.013  -0.06
30 H -1.542 1.415 -2.365  0.44
31 H -1.748 -1.231 -1.364  0.24
32 H -4.405 -0.881 -2.267  0.24
33 H -4.185 0.362 -1.039  0.25
34 H -3.589 -2.636 -0.743  0.21
35 H -3.509 -1.478 0.581  0.21
36 H -5.051 -1.858 -0.173  0.24

Output
**Charge**: +1
**Molecular weight**: 317.1 g mol⁻¹
**HOMO energy**: -13.20 eV
**Total energy**: -3621.86292 Ha
**SMILES**: CCOCCON/C(N[PH2]=O)=[NH+]/[C@H](Br)CC
**Maximum force**: 1.1 eV/Å